Formula: C12H27B3Br8O5
Source: the Open Molecules 2025 dataset
Level of theory: the ωB97M-V functional and the def2-TZVPD basis

The HOMO-LUMO gap is 9.54 eV. The lowest unoccupied orbital energy comes out at 0.27 eV. For the HOMO energy, the calculation gives -9.2684 eV.

Each line ends with the Löwdin charge.
Element x y z (Å)
C (2.75, -4.40, 4.70)  -0.09
C (3.59, -3.68, 3.49)  -0.23
O (4.55, -2.66, 3.92)  -0.21
C (3.92, -1.56, 4.66)  -0.16
C (2.65, -0.84, 3.90)  -0.15
O (1.47, -1.03, 4.75)  -0.05
B (0.31, -1.55, 4.00)  -0.79
O (0.33, -2.56, 2.93)  0.12
B (-0.89, -3.45, 3.02)  -0.16
O (-1.57, -3.60, 4.32)  0.09
B (-1.67, -2.28, 5.02)  -0.13
O (-1.05, -1.06, 4.41)  -0.32
H (3.37, -5.28, 5.17)  0.09
H (1.80, -4.91, 4.19)  0.09
H (2.32, -3.67, 5.51)  0.08
H (2.85, -3.32, 2.63)  0.12
H (4.24, -4.55, 2.98)  0.14
H (3.53, -1.88, 5.74)  0.14
H (4.74, -0.72, 4.87)  0.14
H (2.88, 0.33, 3.88)  0.15
H (2.52, -1.16, 2.78)  0.14
H (-1.28, -4.07, 2.07)  0.11
H (-2.19, -2.30, 6.08)  0.10
Br (-0.57, 0.50, 3.40)  1.25
C (-0.25, 1.76, 1.95)  -0.59
C (-1.48, 1.92, 1.09)  -0.67
Br (-1.69, 0.39, -0.11)  0.61
H (0.63, 1.41, 1.41)  0.06
H (-0.01, 2.71, 2.45)  0.06
H (-1.37, 2.79, 0.43)  0.05
H (-2.41, 2.01, 1.66)  0.05
Br (-1.07, 2.75, -3.10)  0.58
C (-2.93, 2.16, -3.25)  -0.74
C (-3.64, 2.88, -4.37)  -0.72
Br (-4.12, 4.70, -3.86)  0.60
H (-3.39, 2.32, -2.27)  0.04
H (-2.87, 1.09, -3.46)  -0.10
H (-4.59, 2.39, -4.60)  0.05
H (-3.05, 2.95, -5.29)  0.04
Br (-3.67, -0.99, -4.08)  0.73
C (-4.05, -1.82, -5.81)  -0.67
C (-3.12, -1.29, -6.88)  -0.68
Br (-3.65, 0.50, -7.46)  0.63
H (-5.10, -1.64, -6.02)  0.06
H (-3.89, -2.89, -5.65)  0.06
H (-3.17, -1.91, -7.78)  0.06
H (-2.08, -1.22, -6.55)  0.06
Br (3.12, 3.40, -1.49)  0.59
C (3.44, 4.67, -2.94)  -0.70
C (2.21, 4.82, -3.81)  -0.69
Br (2.00, 3.30, -5.00)  0.58
H (4.32, 4.31, -3.48)  0.05
H (3.68, 5.61, -2.44)  0.06
H (2.32, 5.69, -4.47)  0.06
H (1.29, 4.92, -3.23)  0.03